[1]
ORCA calculation (ωB97M-V with the def2-TZVPD basis set) on an isolated ion of composition C3H11N2 and charge +1.

Geometry as XYZ:
```
16
C3H11N2, DFT ωB97M-V with the def2-TZVPD basis set
N 1.53237 -0.72601 -0.43630
C 0.38081 -1.47481 0.08000
C -0.63601 -0.43532 0.82303
N -0.24443 0.92262 0.44844
C -1.04138 1.64331 -0.56629
H 2.24076 -0.81057 0.28986
H 1.96331 -0.98470 -1.32408
H 1.07316 0.24184 -0.54601
H -0.28768 -1.87824 -0.68161
H 0.54970 -2.26012 0.82585
H -1.58510 -0.70346 0.40698
H -0.60598 -0.53701 1.91095
H 0.28431 1.45192 1.11850
H -2.04523 1.85265 -0.20569
H -1.04850 1.08107 -1.52099
H -0.53011 2.61682 -0.62262
```

## Properties
relative energy (zero: lowest compared OMol25 entry of this formula, charge and spin)	29.81	kcal per mole
LUMO	-3.43	eV
SMILES	CNCC[NH3+]
2S+1	1
HOMO	-13.648	eV
net charge	+1

=====

[2]
ORCA calculation (ωB97M-V with the def2-TZVPD basis set) on C16H18BrF8IN3O2 as an isolated structure.

Geometry as XYZ:
```
49
C16H18BrF8IN3O2, DFT ωB97M-V with the def2-TZVPD basis set
C -0.03556 1.14948 0.83532
C 0.65230 0.35808 -0.12894
C 1.50281 -0.46904 -1.27089
I -0.03190 -1.07017 -2.72220
C 2.41782 -1.69788 -0.60080
N 1.71565 -2.49973 0.47064
C 1.75896 -3.99076 0.22310
C 2.94895 -4.79558 1.01172
C 4.36635 -3.98808 1.15385
C 4.48447 -3.29031 2.66147
C 3.52633 -0.67970 0.11010
N 3.66109 0.55071 -0.51917
C 2.72902 0.51630 -1.73366
Br 3.87173 -0.36087 -3.17750
N 2.39637 1.86204 -2.39137
C 3.55668 2.17305 -3.10497
O 4.57722 2.90241 -3.63498
H -0.54124 1.87876 1.62732
H 2.79900 -2.44939 -1.41237
H 2.00632 -2.23465 1.43611
H 0.73197 -4.42267 0.65235
H 1.79135 -4.31172 -0.90140
H 3.17854 -5.76937 0.36250
H 2.55090 -5.18309 2.04476
H 4.61575 -3.25298 0.27888
H 5.22685 -4.81613 1.13892
H 3.94642 -2.25285 2.73540
H 5.64021 -3.11053 2.84315
H 4.15170 -4.05471 3.51037
H 4.20662 -0.84987 1.05768
H 4.25541 1.37806 -0.27822
C -5.18891 2.45789 -1.51440
C -4.01705 1.75462 -0.81293
C -4.37101 1.07898 0.50732
F -4.82616 1.95721 1.42963
F -3.27210 0.48931 1.05138
F -2.99283 2.63560 -0.66165
F -3.55192 0.79233 -1.67347
O -5.28456 3.87113 -1.31294
C -5.95771 4.27401 -0.12120
C -5.04122 5.02188 0.85635
F -3.98390 4.25877 1.23318
F -5.70679 5.35269 1.99519
F -6.56011 3.19780 0.43778
F -6.96435 5.09594 -0.52608
H -5.01415 2.35145 -2.59201
H -6.14679 1.95315 -1.34231
H -5.12595 0.30081 0.36384
H -4.65262 5.93760 0.40514
```

## Properties
LUMO	-5.54	eV
2S+1	1
HOMO	-12.448	eV
net charge	+1

=====

[3]
ORCA calculation (ωB97M-V with the def2-TZVPD basis set) on C8H24LuN2O9P2 as an isolated structure.

Geometry as XYZ:
```
46
C8H24LuN2O9P2, DFT ωB97M-V with the def2-TZVPD basis set
Lu -0.45847 -0.72509 0.22583
C 2.77659 0.50484 1.47596
O 1.49957 -0.10299 1.70084
C 0.92270 0.30091 2.95788
C 0.09083 1.52433 2.75365
O -0.88603 1.20282 1.75351
C -2.06683 2.00159 1.82347
H 3.40282 0.35300 2.35366
H 2.67978 1.57235 1.26923
H 3.24583 0.02068 0.62708
H 1.69143 0.44693 3.71741
H 0.29330 -0.52257 3.28196
H 0.66661 2.39296 2.42266
H -0.41269 1.78209 3.68845
H -2.44585 2.00467 2.84493
H -2.81647 1.54687 1.18030
H -1.86634 3.02549 1.50072
O 0.41074 -2.94677 0.74490
P -0.95796 -3.16913 1.60001
O -0.89008 -4.24329 2.56745
O -1.13627 -1.68300 1.94079
O -2.04002 -3.44058 0.41740
P -2.46842 -2.48844 -0.83015
O -2.95469 -1.12306 -0.05890
O -3.48455 -3.09125 -1.66602
O -1.14543 -1.89426 -1.35219
H 0.88612 -3.74155 0.47487
H -3.80450 -1.29998 0.37541
N 1.56843 -0.85630 -1.17618
C 2.18646 0.34667 -1.79768
C 1.61237 0.64481 -3.16796
C 0.09048 0.73660 -3.21759
C -0.49387 1.77198 -2.25486
N -1.32567 1.12806 -1.20034
H 2.24333 -1.33471 -0.59053
H 1.31095 -1.52974 -1.89340
H 3.26580 0.21173 -1.87307
H 2.03036 1.19274 -1.12445
H 1.95824 -0.11356 -3.87580
H 2.05543 1.58736 -3.50058
H -0.34989 -0.24157 -3.00693
H -0.21518 0.96193 -4.23869
H -1.09115 2.50585 -2.79423
H 0.29728 2.32725 -1.74877
H -2.07018 0.60878 -1.66160
H -1.80492 1.84454 -0.66845
```

## Properties
relative energy (zero: lowest compared OMol25 entry of this formula, charge and spin)	0.00	kcal per mole
LUMO	-2.63	eV
2S+1	1
HOMO	-13.739	eV
net charge	+1

=====

[4]
ORCA calculation (ωB97M-V with the def2-TZVPD basis set) on a 8-piece molecular cluster, C30H83N7O8 overall.

Geometry as XYZ:
```
128
C30H83N7O8, DFT ωB97M-V with the def2-TZVPD basis set
C -13.42099 -8.33857 -11.31378
C -11.99030 -7.78780 -11.19721
C -11.26443 -7.07064 -12.38571
O -10.99168 -8.06125 -13.35588
C -10.42120 -7.59165 -14.56947
N -11.87623 -6.88366 -10.10225
H -13.63789 -8.86073 -10.39756
H -13.42067 -9.01697 -12.17832
H -14.27853 -7.67498 -11.49224
H -11.43257 -8.70281 -10.96501
H -10.32701 -6.62577 -12.03347
H -11.84959 -6.23725 -12.80742
H -10.07356 -8.44969 -15.16789
H -9.49332 -7.01043 -14.41350
H -11.16433 -6.98708 -15.12982
H -11.94559 -7.36269 -9.19492
H -12.69384 -6.25646 -10.16913
C -13.23941 -7.23984 -22.90344
C -11.99504 -6.36043 -22.67480
C -12.06434 -5.53865 -21.34447
O -12.99911 -4.50964 -21.44485
C -12.92189 -3.62578 -20.31065
N -10.90711 -7.33490 -22.59325
H -13.13588 -7.76840 -23.87184
H -14.10284 -6.55218 -23.00192
H -13.31970 -7.95821 -22.05238
H -11.79054 -5.69770 -23.49109
H -11.05546 -5.09087 -21.17632
H -12.34192 -6.23868 -20.52490
H -13.58175 -2.78723 -20.51171
H -11.95519 -3.15171 -20.21778
H -13.21556 -4.11937 -19.38289
H -10.02995 -6.91680 -22.29162
H -11.11647 -7.98940 -21.86373
C -9.75739 -5.48565 -18.22873
C -8.28972 -5.20433 -18.19076
C -7.46960 -6.45227 -17.94405
O -8.04335 -7.21475 -16.87998
C -7.12740 -8.21978 -16.46752
N -7.79070 -4.49205 -19.37342
H -10.31064 -4.53965 -18.36828
H -10.08427 -5.92508 -17.27713
H -9.98987 -6.18232 -19.01414
H -8.02693 -4.58199 -17.29614
H -6.44314 -6.23728 -17.71468
H -7.41994 -7.07624 -18.83570
H -6.18873 -7.78351 -16.10731
H -6.86341 -8.96766 -17.26773
H -7.68167 -8.75067 -15.67380
H -8.25048 -3.59355 -19.48044
H -6.79552 -4.29146 -19.28463
C -6.93691 -11.24021 -14.41038
C -8.32943 -11.89062 -14.29955
C -8.99729 -11.60119 -12.94411
O -10.25099 -12.27580 -12.96015
C -11.29046 -11.52648 -12.26414
N -9.25737 -11.42677 -15.35260
H -6.27815 -11.50225 -13.55685
H -7.03531 -10.17932 -14.48854
H -6.46446 -11.61477 -15.30925
H -8.17270 -12.98556 -14.29577
H -9.13407 -10.53006 -12.81282
H -8.37087 -11.96605 -12.13988
H -12.14746 -12.18099 -12.13380
H -11.59640 -10.60739 -12.77845
H -10.93763 -11.27727 -11.24748
H -8.84182 -11.75772 -16.19756
H -10.13007 -11.91684 -15.17297
C -8.88086 -12.67805 -19.26431
C -8.09315 -13.84345 -18.59996
C -9.06195 -14.81950 -17.84501
O -9.93897 -14.00057 -17.09544
C -10.84466 -14.72480 -16.29220
N -7.14311 -14.68768 -19.33838
H -9.39964 -12.10739 -18.49723
H -9.62363 -13.07333 -19.96095
H -8.25970 -11.99687 -19.85493
H -7.51361 -13.38826 -17.81161
H -8.50545 -15.46558 -17.17844
H -9.68236 -15.35129 -18.57984
H -11.44340 -15.43365 -16.90028
H -11.52146 -14.00991 -15.82861
H -10.33108 -15.28421 -15.47007
H -7.52167 -15.14974 -20.16592
H -6.34295 -14.15405 -19.59673
C -14.21035 -8.09514 -15.24183
C -14.14693 -6.88306 -16.21772
C -15.37924 -6.92515 -17.09081
O -15.49346 -8.06053 -17.89150
C -14.66597 -8.19958 -19.03705
N -14.01044 -5.59568 -15.63324
H -15.12033 -8.07769 -14.65585
H -13.27089 -8.26353 -14.74073
H -14.21019 -9.00566 -15.86694
H -13.27349 -6.96351 -16.91379
H -15.37465 -6.08381 -17.84408
H -16.27804 -6.81415 -16.46418
H -14.59509 -7.29634 -19.65230
H -15.10473 -8.97374 -19.66861
H -13.64031 -8.45768 -18.77227
H -13.18158 -5.51177 -15.03124
H -14.74896 -5.48666 -14.96300
C -13.40042 -13.25229 -19.24442
C -14.13121 -12.25353 -20.15670
C -13.46548 -12.03321 -21.49183
O -12.13454 -11.53987 -21.24670
C -11.36021 -11.46247 -22.43439
N -15.52486 -12.75622 -20.35682
H -13.62080 -14.24208 -19.62865
H -13.76864 -13.18023 -18.20506
H -12.31031 -13.14829 -19.29104
H -14.13445 -11.22662 -19.71437
H -13.97378 -11.26523 -22.10309
H -13.38172 -12.98655 -21.99989
H -10.86178 -12.40811 -22.63779
H -10.54561 -10.72558 -22.28296
H -11.93309 -11.17632 -23.31027
H -15.94570 -12.17959 -21.08916
H -15.99488 -12.44676 -19.48950
C -11.22036 -9.75274 -17.84007
C -10.64679 -9.17544 -19.09903
O -11.51719 -9.19308 -20.17427
H -11.51003 -10.80113 -18.05964
H -12.08913 -9.21689 -17.45927
H -10.52273 -9.76949 -17.02547
H -9.71301 -9.71341 -19.34411
H -10.35224 -8.11663 -18.94767
H -11.72178 -10.17024 -20.33118
```

## Properties
relative energy (zero: lowest compared OMol25 entry of this formula, charge and spin)	29.94	kcal per mole
LUMO	0.67	eV
SMILES	COC[C@H](C)N.COC[C@H](C)N.COC[C@H](C)N.COC[C@H](C)N.COC[C@H](C)N.COC[C@H](C)N.COC[C@H](C)N.CCO
2S+1	1
HOMO	-8.748	eV

=====

[5]
ORCA calculation (ωB97M-V with the def2-TZVPD basis set) on C44H62BBaN10O2S as an isolated structure.

Geometry as XYZ:
```
121
C44H62BBaN10O2S, DFT ωB97M-V with the def2-TZVPD basis set
Ba -0.18553 0.16913 0.82141
C -0.68925 -3.62703 1.58840
C -0.87542 -2.72412 2.76610
C -1.26265 -3.08835 4.06132
C -1.26582 -1.91044 4.78362
C -1.59468 -1.71174 6.22620
N -0.90370 -0.91597 3.94766
N -0.67528 -1.41103 2.70180
B -0.58868 0.55120 4.33359
N -1.55222 1.54463 3.62567
N -1.84795 1.49218 2.29511
C -2.81758 2.38330 2.08774
C -3.43039 2.61967 0.74514
C -3.15238 3.02409 3.28513
C -2.33068 2.45911 4.23953
C -2.24184 2.79337 5.69169
N 0.90288 0.87779 4.05072
N 1.46292 0.83885 2.80884
C 2.76701 1.02857 2.98130
C 3.75083 1.00961 1.85641
C 3.06144 1.21804 4.33552
C 1.84778 1.10984 4.98524
C 1.58144 1.20466 6.45164
H -0.25297 -4.57141 1.91427
H -1.63972 -3.85334 1.09982
H -0.01597 -3.18154 0.85667
H -1.49987 -4.07303 4.42890
H -1.93089 -2.65622 6.64952
H -0.72753 -1.37213 6.79355
H -2.38561 -0.97344 6.35883
H -0.76213 0.66410 5.50594
H -2.87769 2.12509 -0.05331
H -4.46125 2.25831 0.73049
H -3.46678 3.69003 0.53241
H -3.89802 3.78624 3.43990
H -2.95660 3.58102 5.92171
H -2.46044 1.93282 6.32337
H -1.24433 3.14944 5.95220
H 3.41904 0.35636 1.04835
H 3.92261 2.00745 1.44834
H 4.71004 0.64438 2.22152
H 4.02774 1.38603 4.78171
H 2.50992 1.44680 6.96532
H 0.84804 1.97737 6.68097
H 1.20457 0.26379 6.85352
C 0.96402 3.69967 1.12172
C 1.83219 3.12486 0.03834
C 2.90171 3.85492 -0.47554
C 3.68384 3.29147 -1.46317
C 3.37457 2.02345 -1.92987
C 2.27775 1.35915 -1.39510
N 1.53485 1.90509 -0.42106
C 1.89226 -0.00506 -1.90969
C 2.74532 -0.71150 -2.75536
C 2.33582 -1.93921 -3.24438
C 1.08416 -2.42105 -2.91340
C 0.27375 -1.66733 -2.06745
N 0.70303 -0.50784 -1.55145
C -1.11923 -2.11866 -1.73338
C -1.74110 -3.09736 -2.49728
C -3.03234 -3.47788 -2.16856
C -3.66146 -2.86799 -1.10263
C -2.98121 -1.88503 -0.38835
C -3.62151 -1.18148 0.77000
N -1.73502 -1.52775 -0.70451
H 1.41569 4.59572 1.54269
H 0.82322 2.97284 1.92197
H -0.02484 3.96458 0.73996
H 3.11287 4.84317 -0.09037
H 4.52501 3.83140 -1.87777
H 3.97050 1.59388 -2.71949
H 3.71783 -0.33018 -3.02438
H 2.98876 -2.51330 -3.88874
H 0.75946 -3.37670 -3.29454
H -1.25337 -3.54505 -3.34948
H -3.53861 -4.23972 -2.74652
H -4.66909 -3.13991 -0.82005
H -4.61698 -1.57323 0.96815
H -3.70332 -0.11577 0.55376
H -3.01442 -1.28762 1.67141
O 2.03193 -2.01668 1.81754
C 2.93005 -2.75315 1.43439
C 3.68905 -3.65961 2.38080
C 5.21681 -3.39448 2.46217
C 5.74792 -2.36736 1.46008
C 5.74279 -2.84612 0.00719
C 4.44043 -3.55639 -0.35893
N 3.25710 -2.85751 0.11568
H 3.50054 -4.68970 2.06834
H 3.22160 -3.52962 3.35379
H 5.75758 -4.33569 2.33968
H 5.44745 -3.03625 3.46510
H 6.76450 -2.08448 1.73790
H 5.14539 -1.46010 1.54339
H 6.57145 -3.53684 -0.16836
H 5.89623 -1.98763 -0.65315
H 4.43653 -4.56272 0.06292
H 4.35078 -3.67403 -1.43898
H 2.82722 -2.17227 -0.48847
C -1.96826 0.91010 -5.74494
C -2.36978 2.33820 -5.39028
C -2.70385 2.49735 -3.91081
S -1.22661 2.27592 -2.86500
O -1.61630 1.34141 -1.75740
C -1.17642 3.92909 -2.13271
C -0.74933 5.03043 -3.09601
C 0.56764 4.74507 -3.81556
H -1.63768 0.83924 -6.78040
H -2.81151 0.23025 -5.61187
H -1.15217 0.55870 -5.10910
H -3.24534 2.63146 -5.97278
H -1.57258 3.03461 -5.66470
H -3.37822 1.71137 -3.56548
H -3.15158 3.46641 -3.68982
H -0.45731 3.81404 -1.32112
H -2.16243 4.10779 -1.69994
H -0.64720 5.94684 -2.51085
H -1.54346 5.22112 -3.82233
H 1.34589 4.45835 -3.10369
H 0.91070 5.62871 -4.35248
H 0.46846 3.93388 -4.53752
```

## Properties
relative energy (zero: lowest compared OMol25 entry of this formula, charge and spin)	19.98	kcal per mole
LUMO	-2.67	eV
2S+1	1
HOMO	-10.237	eV
net charge	+1

=====

[6]
ORCA calculation (ωB97M-V with the def2-TZVPD basis set) on C9H23INO3 as an isolated structure.

Geometry as XYZ:
```
37
C9H23INO3, DFT ωB97M-V with the def2-TZVPD basis set
I -3.13679 0.52499 1.01121
O -4.55182 0.81100 3.46676
H -5.49631 0.95996 3.42213
H -4.22550 1.08076 2.60829
O -4.12043 -1.96493 -0.29455
H -4.08803 -1.00847 -0.27567
H -3.31957 -2.24103 0.15111
C -1.24371 -1.19231 -1.16020
C 0.14861 -0.92848 -0.70535
C 0.97996 -0.81150 -2.00027
C 2.49133 -0.36412 -1.68058
C 2.40766 1.00165 -0.99118
C 1.41273 1.19322 0.24038
N 0.18137 0.39825 0.05217
O -0.72579 0.51641 1.11522
C 2.23642 0.76450 1.45925
C 1.13033 2.77146 0.28699
C 0.54788 -2.08841 0.18849
H -1.79564 -0.36554 -1.60735
H -1.90468 -1.38574 -0.31534
H -1.09656 -2.01620 -1.85853
H 1.06965 -1.73157 -2.57778
H 0.61829 -0.18524 -2.81580
H 3.12002 -0.32622 -2.57021
H 2.81642 -1.04194 -0.89130
H 2.10355 1.65436 -1.80947
H 3.42361 1.27389 -0.70510
H 1.63722 0.85025 2.36574
H 2.42631 -0.29103 1.26459
H 3.19887 1.24598 1.63235
H 0.38320 2.95565 1.05897
H 2.01461 3.32951 0.59476
H 0.71173 3.04578 -0.68131
H 1.63068 -2.12533 0.30813
H 0.31165 -3.10763 -0.11721
H 0.23611 -1.87371 1.21066
H -1.53340 0.67177 0.62000
```

## Properties
relative energy (zero: lowest compared OMol25 entry of this formula, charge and spin)	114.37	kcal per mole
LUMO	3.04	eV
2S+1	1
HOMO	-3.819	eV
net charge	-1

=====

| no. | E_tot (Eh) | largest force on an atom (eV/Å) |
| --- | --- | --- |
| 1 | -230.13488 | 3.05 |
| 2 | -4605.17405 | 11.92 |
| 3 | -3024.35789 | 2.89 |
| 4 | -2177.85089 | 2.43 |
| 5 | -2860.51970 | 1.61 |
| 6 | -934.78318 | 7.08 |